[1]
The following is a DFT calculation (the ωB97M-V functional and the def2-TZVPD basis) of a 15-piece molecular cluster, C69H130F27N5O20 overall in a non-equilibrium geometry.

Positions of all 251 atoms, in Å:
H: 14.873 15.166 18.660
C: 13.479 18.579 24.358
H: 16.255 21.014 15.870
H: 18.707 21.608 17.102
H: 16.495 9.141 12.924
H: 25.944 11.181 14.130
H: 10.810 19.136 16.513
F: 10.258 14.940 20.171
H: 27.246 11.818 16.024
N: 12.794 12.161 24.118
H: 16.252 15.963 19.398
F: 13.743 22.083 12.663
C: 17.285 21.098 15.602
H: 18.183 17.255 14.150
H: 17.761 13.498 21.766
F: 20.809 23.685 18.010
H: 22.804 9.981 23.159
H: 19.712 17.442 14.998
H: 10.663 12.627 24.000
H: 20.295 16.224 13.058
H: 20.754 11.434 20.906
F: 14.907 16.828 23.572
H: 21.744 14.367 12.104
N: 18.886 11.747 21.943
F: 30.681 12.037 12.737
C: 17.261 11.250 9.426
C: 18.353 17.111 21.517
H: 15.197 10.738 13.460
C: 27.294 12.573 15.228
C: 23.155 11.053 18.388
F: 15.906 18.580 24.413
H: 11.521 21.053 16.358
H: 18.324 24.102 15.263
C: 11.085 17.116 12.721
H: 10.383 18.470 14.243
H: 12.610 16.600 16.770
C: 17.422 17.111 16.970
O: 21.269 17.710 11.998
O: 20.161 18.592 21.740
C: 18.159 20.758 16.815
H: 20.149 10.130 22.042
C: 17.060 18.204 15.957
C: 19.071 19.566 16.402
C: 18.762 13.178 21.450
N: 18.191 18.916 15.348
H: 10.651 15.738 22.968
H: 10.557 10.122 16.781
C: 22.094 15.397 12.033
H: 17.497 11.557 19.060
H: 12.041 10.673 15.908
H: 15.524 15.840 12.026
H: 15.923 16.382 10.244
H: 16.410 12.436 15.547
H: 13.667 12.705 24.110
F: 9.923 12.807 20.493
H: 14.638 20.864 14.928
F: 18.741 24.075 18.044
C: 12.439 22.917 15.747
H: 12.940 17.228 19.324
H: 19.994 19.866 15.910
H: 22.879 15.516 12.753
H: 11.395 17.565 11.780
F: 23.208 15.444 18.489
H: 19.949 20.079 23.132
H: 26.107 12.748 13.413
O: 11.008 14.413 17.510
H: 13.472 16.602 14.264
H: 20.153 15.970 11.352
H: 12.833 11.779 17.695
F: 8.837 13.931 19.011
H: 11.676 13.876 24.682
C: 11.638 13.107 23.883
H: 16.587 14.650 18.424
H: 21.662 12.715 22.592
O: 18.849 17.860 23.580
C: 16.992 9.042 13.857
C: 20.109 25.740 16.790
H: 20.788 21.804 21.795
C: 14.827 17.748 24.489
C: 11.905 15.786 12.958
H: 12.682 15.607 12.198
H: 10.397 15.645 16.304
F: 22.240 20.302 11.060
C: 19.925 24.691 17.917
F: 29.801 13.947 12.123
H: 12.382 23.425 16.682
H: 18.011 9.189 13.609
H: 14.660 15.274 10.543
H: 22.483 15.490 11.051
C: 16.785 12.239 10.447
C: 18.010 10.961 20.984
C: 13.843 20.734 12.865
O: 15.629 12.018 10.939
O: 14.110 10.548 23.174
H: 16.754 8.137 14.355
H: 10.894 19.415 18.752
C: 19.419 17.484 22.504
H: 18.853 12.513 23.918
H: 19.916 18.027 10.350
H: 17.935 13.708 19.441
H: 12.273 18.300 20.396
H: 9.996 17.185 22.243
H: 25.244 10.840 18.154
C: 15.457 12.124 15.054
H: 15.321 17.185 17.248
F: 16.289 10.885 8.596
H: 24.678 11.258 23.027
C: 22.463 13.235 18.952
F: 22.877 15.080 20.571
H: 11.860 18.557 22.334
C: 25.974 12.231 14.349
C: 16.716 14.487 10.908
C: 12.201 17.484 16.242
C: 24.351 10.356 17.625
H: 17.043 19.795 13.789
H: 22.388 10.283 21.634
F: 14.913 17.232 25.699
H: 13.897 19.584 25.970
C: 15.916 15.516 18.483
O: 17.178 10.440 15.863
C: 10.573 16.813 23.044
H: 24.350 11.297 21.354
F: 17.318 18.015 21.343
H: 9.964 17.172 23.918
H: 12.985 18.192 15.952
O: 16.804 13.591 9.825
H: 12.106 9.269 16.966
F: 20.119 25.299 19.166
H: 21.100 26.144 16.813
F: 22.363 18.612 9.765
H: 12.719 15.169 14.913
C: 12.535 16.059 14.292
H: 11.640 23.280 15.082
C: 11.632 10.289 16.839
H: 11.241 10.340 24.483
H: 17.732 17.484 17.954
H: 11.269 9.785 22.918
H: 18.437 25.761 14.741
C: 12.001 17.727 19.512
H: 20.367 16.757 22.568
F: 18.719 16.716 20.290
C: 12.450 21.352 15.936
C: 18.901 17.932 14.487
C: 19.933 19.894 22.040
O: 19.551 19.268 11.930
H: 23.202 10.573 19.392
H: 24.345 10.768 16.578
H: 16.520 17.650 15.228
H: 12.110 10.693 18.879
H: 20.023 12.735 15.569
H: 11.797 13.612 22.936
H: 20.004 23.733 13.183
H: 16.533 14.003 11.909
C: 11.296 17.969 13.976
H: 10.308 17.520 17.280
H: 19.285 18.895 17.217
C: 22.677 10.810 22.473
O: 20.205 24.892 15.494
N: 11.530 16.868 14.982
H: 19.581 13.807 21.776
F: 18.450 11.592 8.847
H: 18.529 10.656 23.725
H: 18.186 24.074 13.079
O: 13.176 19.257 25.588
H: 15.265 12.840 14.292
H: 17.534 12.048 11.230
H: 10.235 15.294 14.547
O: 21.797 12.837 20.106
C: 20.398 18.670 11.242
N: 15.491 10.824 14.447
C: 21.371 11.677 22.837
C: 20.832 16.338 12.115
H: 24.402 9.242 17.685
C: 19.191 24.396 13.378
H: 27.225 13.559 15.593
F: 24.585 14.214 19.565
C: 18.388 11.697 23.387
H: 12.618 16.911 22.385
C: 21.445 19.452 10.417
H: 12.350 8.961 24.060
H: 13.406 19.295 23.532
C: 30.316 13.265 13.272
H: 12.156 18.618 14.084
C: 11.940 9.944 23.763
O: 28.464 12.319 14.524
C: 16.061 16.406 17.247
H: 19.193 10.993 19.147
H: 18.127 16.391 16.564
C: 18.738 13.113 19.904
C: 11.903 11.260 17.937
H: 11.320 14.918 12.766
C: 23.288 14.532 19.413
C: 20.332 11.220 21.900
O: 12.598 20.558 14.742
H: 17.317 11.893 23.301
H: 19.279 18.390 13.504
C: 29.503 13.420 14.661
H: 19.754 13.353 19.569
H: 12.116 13.441 18.919
H: 18.620 20.442 13.961
F: 17.555 10.078 9.978
C: 12.998 10.910 23.612
H: 28.907 14.346 14.550
H: 16.917 11.162 21.207
H: 25.070 12.521 14.957
H: 18.991 20.278 21.694
H: 14.723 12.302 15.851
H: 12.652 19.294 18.345
H: 11.272 16.962 19.620
C: 11.924 17.579 22.904
O: 30.324 13.343 15.624
O: 23.461 12.436 18.319
F: 17.611 15.966 21.996
H: 21.994 20.455 21.600
C: 23.941 11.560 22.320
C: 10.306 16.046 15.311
H: 22.145 10.832 17.979
F: 14.824 20.286 12.046
F: 20.843 20.131 9.467
H: 17.416 22.137 15.280
C: 10.107 13.750 19.518
O: 12.373 17.760 24.205
C: 18.390 11.581 19.605
H: 20.833 20.790 20.275
C: 17.766 20.130 14.553
C: 11.678 18.785 18.392
H: 21.784 13.621 18.135
F: 31.528 13.951 13.460
H: 19.407 25.279 12.794
H: 17.645 15.058 11.054
O: 19.126 26.664 16.853
H: 9.998 16.902 12.683
H: 13.398 23.214 15.273
H: 17.575 20.606 17.690
H: 16.369 18.884 16.440
C: 16.688 10.157 14.770
C: 20.972 20.802 21.365
F: 12.771 20.166 12.254
O: 10.841 12.139 18.174
C: 11.141 13.546 18.437
H: 21.119 11.579 23.900
C: 11.140 18.273 17.077
H: 13.195 21.068 16.702
C: 19.015 24.819 14.823
O: 14.253 18.999 14.318
C: 15.612 15.623 10.954
H: 15.880 15.822 16.366
C: 14.028 20.225 14.276
H: 18.192 9.898 21.245
H: 23.923 12.661 22.439
H: 9.463 16.736 15.246

Output
* net charge: -4
* HOMO level: -0.0376 Ha
* spin multiplicity: 1
* orbital gap: 1.0806 eV

=====

[2]
The following is a DFT calculation (the ωB97M-V functional and the def2-TZVPD basis) of a 12-piece molecular cluster, C69H130O3S overall in a non-equilibrium geometry.

Positions of all 203 atoms, in Å:
C: 4.463 -0.580 2.735
C: -5.141 -4.679 -2.080
H: 4.064 -0.049 3.599
H: -3.661 0.971 -3.501
H: -4.748 -1.474 -3.218
H: -1.489 -0.941 4.963
H: -5.885 2.931 -6.758
C: 1.063 -3.251 2.608
C: 4.823 -2.124 -3.787
H: 1.522 -2.480 -2.702
H: -1.804 -4.121 -2.603
C: -2.970 -2.510 0.463
H: 4.621 -5.043 -1.607
H: -3.548 0.532 5.395
H: 0.428 2.151 -2.925
H: 4.966 -2.105 4.085
C: -5.918 1.987 -7.302
C: -0.068 -5.194 -3.333
C: 1.351 -0.964 -4.272
C: -2.569 -2.648 4.576
C: -3.642 -0.521 5.173
C: -2.500 -1.318 4.931
H: 0.673 -0.292 -1.314
C: -5.716 0.532 -5.271
H: -5.357 -4.374 -3.104
O: -4.823 -4.372 0.969
C: 6.232 -2.224 2.341
H: -4.862 1.841 -7.528
C: 2.059 -5.686 -0.201
H: 0.323 -7.269 -2.639
H: 2.761 6.310 -2.096
H: -3.386 -1.177 -2.129
C: -0.741 -3.936 -2.754
C: 1.624 4.211 4.664
H: 1.671 -5.086 -1.024
H: -1.382 4.393 2.594
H: 3.183 -7.108 -1.419
H: -1.556 0.839 -2.015
C: -5.099 2.279 2.950
H: -5.812 -0.611 5.154
H: -0.403 -3.841 -1.722
H: 1.495 -3.155 -4.333
H: -1.758 -3.284 4.252
H: -6.640 0.006 -7.205
C: -6.595 -4.814 -1.651
C: 0.158 -0.168 0.792
H: 3.562 2.127 0.113
C: -0.448 -2.618 -3.537
H: 1.602 2.388 1.736
H: -2.664 -2.672 1.496
H: 0.793 -3.210 0.461
C: 0.787 4.341 -3.248
H: 4.602 -1.090 -4.052
H: 1.633 4.773 2.695
H: -6.249 5.364 3.717
H: -2.197 7.685 3.844
H: -6.421 2.233 -8.237
O: -4.400 -3.719 -1.460
H: 6.088 -0.833 4.031
H: 1.465 -0.190 -3.513
C: -0.369 8.825 4.387
H: -2.456 7.746 0.969
H: 3.485 -2.784 -1.354
H: -4.698 -5.671 -1.992
C: -4.882 -1.158 5.114
H: -1.046 3.178 -2.831
H: 4.666 -2.502 -0.269
C: 1.678 3.151 5.549
H: 4.947 -5.274 0.182
C: -2.031 0.708 1.262
H: 2.973 -4.009 0.893
H: -3.178 5.554 0.463
H: -5.686 1.272 -4.471
H: 1.993 -2.696 2.734
H: -3.336 5.901 2.166
C: 1.645 2.599 2.795
C: -7.010 4.234 2.092
H: -2.384 0.062 -4.276
H: 0.375 9.425 3.862
H: 7.522 -4.236 0.998
C: -2.607 5.719 1.376
H: 5.403 0.348 -0.352
H: 1.538 5.242 4.971
S: -3.738 -4.142 0.010
H: 2.332 -0.927 -4.747
H: -7.698 4.984 1.731
H: 0.466 4.424 -1.103
H: 1.383 1.059 5.790
C: -2.266 0.924 -0.075
C: -0.490 -6.558 -2.787
H: -0.263 2.747 -4.373
C: 5.458 -1.437 3.378
C: 8.241 -3.789 1.685
C: -6.163 4.483 3.098
H: 2.419 7.447 -0.170
H: -7.130 -5.492 -2.316
H: -3.128 1.421 -0.496
C: 1.529 1.857 5.077
H: 1.633 0.520 3.458
H: -4.381 1.531 3.253
H: -1.844 9.107 2.966
C: -4.987 -2.505 4.691
H: 6.559 -1.535 1.562
H: 1.307 -6.405 0.123
C: -5.910 2.053 1.866
C: -4.271 0.108 -5.401
H: 9.582 -5.402 1.309
C: -3.682 -1.247 -3.175
H: 6.195 -1.493 -2.190
H: 7.127 -3.873 3.588
C: 4.608 0.443 -1.093
C: 4.319 -2.095 -1.219
C: -3.821 -3.195 4.452
C: 1.827 6.038 -1.604
H: 3.001 1.865 -1.577
H: -7.135 -3.867 -1.654
H: 10.085 -4.428 2.734
H: 1.089 6.330 0.398
C: 2.061 6.420 -0.088
H: -1.022 -2.588 -4.463
H: -2.432 3.575 1.342
H: 5.474 -2.831 1.846
H: 5.847 -3.245 -2.271
H: -0.295 -5.065 -4.391
C: 5.419 -2.245 -2.335
H: -3.206 -2.130 -3.602
H: -2.759 1.014 1.999
H: 1.620 4.275 -3.948
H: 4.955 0.006 1.958
H: 4.355 2.648 -1.388
H: 0.216 5.217 -3.557
H: -5.967 -2.911 4.488
H: 3.597 -1.106 2.335
H: 0.235 -2.575 2.821
H: 5.530 -2.513 -4.520
H: 1.168 -0.371 1.114
C: 4.658 -5.733 -0.763
C: 1.075 -2.379 -3.692
H: 3.242 5.943 1.683
H: -0.600 0.149 2.758
H: -7.479 1.268 -6.168
H: 1.041 -4.001 3.397
C: -1.745 6.952 1.200
H: -0.930 -6.572 -1.790
C: 3.848 1.820 -0.893
H: 0.195 8.057 4.917
C: -1.331 0.478 -1.023
H: -0.964 4.486 0.940
H: 0.091 -4.613 1.104
H: 5.489 -6.394 -1.007
H: -3.861 -4.221 4.117
H: -7.544 2.680 0.619
H: -3.740 0.787 -6.067
C: -0.077 -0.075 -0.568
H: 0.795 -0.443 -5.051
H: 5.167 0.524 -2.025
H: 8.772 -3.009 1.140
H: 3.043 -0.765 -0.185
C: 3.322 -6.476 -0.543
C: 1.680 3.888 3.312
C: -1.829 4.445 1.602
H: -4.603 3.656 4.420
C: -0.091 3.020 -3.332
C: -1.371 8.209 3.363
C: -3.449 0.049 -4.042
C: -6.537 0.848 -6.520
C: -5.199 3.570 3.524
H: 4.014 5.592 0.077
H: -0.182 6.563 2.903
H: 1.974 3.785 -1.533
H: 2.648 4.613 0.745
C: 3.091 5.605 0.658
H: 8.655 -5.534 2.799
C: 1.523 1.560 3.728
H: -2.095 -2.541 -0.186
H: 1.176 6.797 -2.036
H: 2.412 -5.342 1.906
H: 3.043 -0.604 -1.976
H: -1.180 6.701 0.302
H: 1.712 3.366 6.607
C: 2.182 -4.749 1.020
H: 8.109 -2.496 3.443
C: 0.942 -3.947 1.250
H: -6.714 -5.241 -0.655
H: -3.672 -1.694 0.292
C: -0.677 7.351 2.335
C: -0.817 0.231 1.703
C: 1.261 4.550 -1.839
C: 3.657 -0.731 -1.084
H: 3.881 -2.663 -3.890
H: 0.094 7.964 1.870
H: -6.084 -0.373 -4.788
C: 9.243 -4.851 2.186
H: 1.000 -5.079 -3.143
H: -4.153 -0.837 -5.931
H: -0.805 -1.701 -3.067
H: -1.238 -7.060 -3.401
H: -0.862 9.540 5.045
C: 7.436 -3.124 2.859
H: 3.477 -7.156 0.295
C: -6.915 2.959 1.451
O: -2.663 -5.118 -0.214
H: -5.689 1.196 1.247

Output
* net charge: +1
* HOMO level (spin up / spin down): -0.4087 / -0.4087 Ha
* spin multiplicity: 2
* orbital gap (spin up / spin down): 6.6002 / 2.6102 eV

=====

no.,E (eV)
1,-195414.4395
2,-90627.5953